C26H31GaIN4OP as an isolated structure. Source: the OMol25 dataset; level of theory: wB97M-V/def2-TZVPD.

Computed properties:
**LUMO energy**: 0.487 eV
**Electronic energy**: -105239.1293 eV
**Frontier orbital gap**: 8.6593 eV
**HOMO level**: -8.172 eV
**Relative energy (zero: lowest compared OMol25 entry of this formula, charge and spin)**: 0.0000 eV

Cartesian coordinates (Å):
Ga -0.334 0.333 -1.922
C -4.636 2.965 1.900
C -3.366 3.519 1.956
C -2.253 2.711 1.787
C -2.393 1.338 1.583
C -3.672 0.793 1.519
C -4.787 1.603 1.676
P -0.850 0.385 1.374
C -0.542 -0.236 3.065
C 0.404 -1.249 3.231
C 0.743 -1.702 4.493
C 0.148 -1.143 5.617
C -0.788 -0.133 5.465
C -1.132 0.318 4.197
C -1.392 -1.130 0.498
C -2.026 -2.199 1.133
C -2.453 -3.294 0.399
C -2.257 -3.321 -0.976
C -1.626 -2.259 -1.607
C -1.170 -1.150 -0.883
H -5.509 3.594 2.018
H -3.241 4.582 2.115
H -1.262 3.152 1.798
H -3.801 -0.265 1.333
H -5.777 1.169 1.620
H 0.868 -1.703 2.362
H 1.472 -2.495 4.602
H 0.414 -1.496 6.605
H -1.260 0.306 6.334
H -1.871 1.101 4.093
H -2.178 -2.178 2.205
H -2.940 -4.121 0.899
H -2.595 -4.172 -1.554
H -1.470 -2.285 -2.680
C 2.322 0.503 -0.358
N 3.743 0.235 -0.302
C 3.961 -1.198 -0.501
N 3.446 -1.648 -1.794
C 2.029 -1.375 -1.852
N 1.740 0.087 -1.672
C 2.487 0.821 -2.752
N 3.905 0.548 -2.696
C 4.409 0.960 -1.385
C 4.118 -0.889 -2.852
H 2.127 1.568 -0.222
H 1.805 -0.047 0.429
H 3.458 -1.750 0.296
H 5.031 -1.405 -0.452
H 1.509 -1.910 -1.055
H 1.610 -1.663 -2.818
H 2.309 1.888 -2.606
H 2.061 0.505 -3.704
H 4.239 2.030 -1.257
H 5.482 0.763 -1.337
H 5.189 -1.098 -2.814
H 3.728 -1.207 -3.820
C -0.650 0.460 -4.844
O -0.262 -0.212 -3.687
H 0.213 0.690 -5.483
H -1.158 1.414 -4.647
H -1.338 -0.151 -5.439
I 0.352 3.815 -1.497
C -1.034 2.194 -1.716
H -1.639 2.455 -2.584
H -1.658 2.282 -0.831

Atoms 1-6, force components in eV/Å:
-0.087 0.053 -0.132
-0.050 -0.032 -0.012
-0.019 0.061 0.007
0.038 -0.011 0.008
-0.018 0.056 -0.037
0.001 -0.031 0.008

Mulliken atomic charge list, values in e, 6 entries: -0.1349, -0.4708, -0.7462, -0.2523, 0.0689, -0.1729

One molecule with the formula C3H5NO at a distorted geometry. Source: the OMol25 dataset; level of theory: wB97M-V/def2-TZVPD.

Computed properties:
**LUMO energy**: 0.705 eV
**Structure (SMILES)**: O=C1CCN1
**Electronic energy**: -6726.2342 eV
**Frontier orbital gap**: 10.7610 eV
**HOMO level**: -10.056 eV
**Relative energy (zero: lowest compared OMol25 entry of this formula, charge and spin)**: 3.3385 eV

Cartesian coordinates (Å):
O -0.340 0.399 1.767
C -0.130 -0.026 0.634
C 1.037 -0.636 -0.179
C 0.277 0.159 -1.448
N -0.969 -0.032 -0.455
H 2.113 -0.282 0.049
H 1.056 -1.802 -0.279
H 0.188 -0.303 -2.699
H 0.644 1.442 -1.530
H -1.605 0.990 -0.533

Atoms 1-6, force components in eV/Å:
0.831 -0.986 -2.223
0.101 -0.146 2.074
1.851 0.230 -1.356
0.268 0.327 -0.468
-1.646 5.855 -3.401
-1.846 -0.516 -0.191

Mulliken atomic charge list, values in e, 6 entries: -0.5764, 0.4708, -0.3852, -0.3857, -0.3851, 0.2573

One molecule with the formula C2H2O2S at a distorted geometry. Source: the OMol25 dataset; level of theory: wB97M-V/def2-TZVPD.

Computed properties:
**LUMO energy**: -0.916 eV
**Structure (SMILES)**: O=CC(=O)S
**Electronic energy**: -17035.6686 eV
**Frontier orbital gap**: 9.2970 eV
**HOMO level**: -10.213 eV
**Relative energy (zero: lowest compared OMol25 entry of this formula, charge and spin)**: 0.3561 eV

Cartesian coordinates (Å):
O 1.759 -0.908 -0.166
C 1.396 0.184 0.181
C -0.047 0.652 0.013
O -0.406 1.784 -0.096
S -1.282 -0.703 0.017
H 2.057 0.973 0.463
H -0.451 -1.740 0.192

Atoms 1-6, force components in eV/Å:
-0.117 0.332 0.515
-0.264 -0.576 -1.303
-1.615 -1.540 0.350
0.604 0.158 -0.014
0.369 0.708 -0.043
0.862 0.763 0.566

Mulliken atomic charge list, values in e, 6 entries: -0.4063, 0.0121, 0.5212, -0.4387, -0.2035, 0.3526

A 2-piece molecular cluster, C23H22NO6 overall at a distorted geometry. Source: the OMol25 dataset; level of theory: wB97M-V/def2-TZVPD.

Computed properties:
**LUMO energy**: 0.585 eV
**Net charge**: -1
**Electronic energy**: -37980.7156 eV
**Frontier orbital gap**: 2.8801 eV
**HOMO level**: -2.295 eV
**Relative energy (zero: lowest compared OMol25 entry of this formula, charge and spin)**: 0.0000 eV

Cartesian coordinates (Å):
C 2.978 -2.080 -2.750
C 3.172 -2.201 -1.258
O 2.322 -1.355 -0.537
C 2.503 -1.582 0.797
C 1.698 -0.732 1.687
C 0.752 0.052 1.142
C -0.098 0.970 1.884
C 0.420 1.801 2.880
C -0.408 2.639 3.582
C -1.767 2.653 3.325
N -2.659 3.498 4.115
O -3.870 3.471 3.865
O -2.167 4.207 5.000
C -2.287 1.843 2.336
C -1.465 1.019 1.612
C 1.916 -0.784 3.151
O 0.984 -0.997 3.902
O 3.189 -0.554 3.575
C 3.264 -0.716 4.965
C 4.700 -0.668 5.431
O 3.262 -2.418 1.244
H 3.656 -2.742 -3.289
H 1.955 -2.337 -3.027
H 3.156 -1.057 -3.082
H 2.975 -3.222 -0.902
H 4.197 -1.946 -0.955
H 0.616 -0.016 0.075
H 1.475 1.765 3.097
H -0.020 3.285 4.352
H -3.350 1.851 2.163
H -1.868 0.373 0.850
H 2.650 0.072 5.424
H 2.790 -1.680 5.203
H 4.784 -0.742 6.517
H 5.268 -1.482 4.979
H 5.169 0.261 5.106
C -1.906 -1.502 -5.399
C -0.947 -1.136 -4.464
C -1.399 -0.047 -3.728
C -2.695 0.296 -4.213
C -3.012 -0.616 -5.259
C -4.233 -0.524 -5.930
C -5.124 0.470 -5.559
C -4.817 1.365 -4.536
C -3.611 1.288 -3.858
H -1.840 -2.310 -6.110
H 0.004 -1.626 -4.336
H -0.876 0.457 -2.933
H -4.459 -1.222 -6.719
H -6.070 0.550 -6.072
H -5.531 2.129 -4.269
H -3.376 1.980 -3.070

Atoms 1-6, force components in eV/Å:
-0.425 0.390 0.085
1.141 -1.256 -0.741
-0.400 0.403 1.726
0.503 -0.450 0.052
-0.400 1.019 -1.025
0.584 -0.495 0.398

Mulliken atomic charge list, values in e, 6 entries: -1.2143, -0.1717, -0.2920, 0.1800, 0.9069, -0.9508

C3H6O as an isolated structure at a distorted geometry. Source: the OMol25 dataset; level of theory: wB97M-V/def2-TZVPD.

Computed properties:
**LUMO energy**: 0.865 eV
**Electronic energy**: -5253.4345 eV
**Frontier orbital gap**: 10.5669 eV
**HOMO level**: -9.702 eV
**Relative energy (zero: lowest compared OMol25 entry of this formula, charge and spin)**: 2.2598 eV

Cartesian coordinates (Å):
C -1.251 0.294 0.213
C 0.054 -0.469 0.030
C 1.303 0.241 -0.123
O 1.532 1.414 -0.294
H -1.338 0.689 1.239
H -2.105 -0.358 0.043
H -1.305 1.145 -0.465
H 0.139 -1.401 0.576
H 0.790 -0.993 -0.992
H 2.142 -0.572 -0.251

Atoms 1-6, force components in eV/Å:
0.128 -0.283 -0.646
1.391 -0.846 -1.393
2.184 -0.224 0.752
-0.372 -0.238 -0.032
0.343 -0.267 -0.328
-0.055 0.026 -0.043

Mulliken atomic charge list, values in e, 6 entries: -1.0622, -0.0584, -0.0536, -0.5212, 0.2769, 0.3255

One molecule with the formula C8H10O2 at a distorted geometry. Source: the OMol25 dataset; level of theory: wB97M-V/def2-TZVPD.

Computed properties:
**LUMO energy**: 0.498 eV
**Structure (SMILES)**: C#CC(C)(C)C(=C)C(=O)O
**Electronic energy**: -12549.6907 eV
**Frontier orbital gap**: 10.3910 eV
**HOMO level**: -9.893 eV
**Relative energy (zero: lowest compared OMol25 entry of this formula, charge and spin)**: 3.9706 eV

Cartesian coordinates (Å):
C 1.105 -2.359 0.813
C 0.703 -1.299 0.405
C -0.543 -0.221 0.078
C -1.520 -0.195 1.247
C -1.193 -0.640 -1.234
C 0.319 1.002 -0.063
C 0.110 2.228 0.432
C 1.719 0.609 -0.447
O 2.734 1.012 0.116
O 1.747 0.252 -1.776
H 1.500 -3.255 1.240
H -1.963 -1.183 1.411
H -2.324 0.524 1.044
H -1.032 0.116 2.176
H -2.284 -0.529 -1.177
H -0.851 -0.025 -2.072
H -0.999 -1.679 -1.514
H 0.895 2.976 0.372
H -0.821 2.502 0.916
H 2.699 0.162 -1.966

Atoms 1-6, force components in eV/Å:
0.359 0.004 0.193
-3.770 0.398 0.126
2.695 -1.778 0.473
0.122 0.005 0.210
-0.504 -0.211 -0.795
0.259 0.582 1.699

Mulliken atomic charge list, values in e, 6 entries: -0.0502, -1.1638, 2.5251, -1.9233, -1.4881, -0.2658

Please write out number 5 again, unchanged.
C3H6O as an isolated structure at a distorted geometry. Source: the OMol25 dataset; level of theory: wB97M-V/def2-TZVPD.

Computed properties:
**LUMO energy**: 0.865 eV
**Electronic energy**: -5253.4345 eV
**Frontier orbital gap**: 10.5669 eV
**HOMO level**: -9.702 eV
**Relative energy (zero: lowest compared OMol25 entry of this formula, charge and spin)**: 2.2598 eV

Cartesian coordinates (Å):
C -1.251 0.294 0.213
C 0.054 -0.469 0.030
C 1.303 0.241 -0.123
O 1.532 1.414 -0.294
H -1.338 0.689 1.239
H -2.105 -0.358 0.043
H -1.305 1.145 -0.465
H 0.139 -1.401 0.576
H 0.790 -0.993 -0.992
H 2.142 -0.572 -0.251

Atoms 1-6, force components in eV/Å:
0.128 -0.283 -0.646
1.391 -0.846 -1.393
2.184 -0.224 0.752
-0.372 -0.238 -0.032
0.343 -0.267 -0.328
-0.055 0.026 -0.043

Mulliken atomic charge list, values in e, 6 entries: -1.0622, -0.0584, -0.0536, -0.5212, 0.2769, 0.3255